Record 1
126
Properties=species:S:1:pos:R:3:forces:R:3 method="wB97M-V/def2-TZVPD" total_charge=+1 lumo_energy_ev=-4.9 orbital_gap_ev=6.05
C -3.55819 2.42446 6.13357 0.05 0.23 -0.16
C -3.69746 1.67015 4.71130 -1.54 0.52 1.05
F -2.72428 0.61519 4.58139 -1.06 1.53 -0.06
C -3.64858 2.68958 3.45359 1.44 0.08 -0.32
C -2.41216 2.36087 2.46111 -2.41 -0.34 0.53
C -2.77857 1.57651 1.18955 5.96 0.87 -0.56
C -1.51045 1.35694 0.27697 -2.41 2.38 5.24
C -0.25799 1.99152 0.92133 0.49 -0.68 -1.02
C 1.12269 1.89102 0.07255 -0.47 0.95 0.80
C 0.97933 1.13771 -1.31328 0.96 -0.25 -0.40
O 0.71733 -0.29213 -1.18580 -0.31 1.59 0.61
C 2.40844 1.22393 -2.07506 1.32 -0.39 -0.07
F 2.30066 0.94464 -3.46181 0.19 0.46 3.43
F 3.30813 0.29449 -1.46941 -2.03 2.25 -1.75
F 3.01950 2.49253 -1.96840 -1.40 -2.53 -0.28
N -0.07415 2.65779 2.13375 -1.01 -1.63 -2.72
N -1.15394 2.83251 2.88520 -3.00 -2.02 -2.88
H -2.98550 3.40790 6.00666 -0.49 -1.38 0.25
H -4.59006 2.71222 6.56118 1.57 -0.64 -0.93
H -3.06689 1.76200 6.93059 -0.67 0.95 -1.41
H -4.75900 1.22329 4.71676 1.98 0.15 -0.12
H -4.62101 2.66523 2.84612 1.61 -0.02 0.92
H -3.46253 3.76282 3.83117 -0.43 -1.58 -0.49
H -3.81732 1.19414 0.91490 1.54 0.91 0.81
H -1.58368 0.79871 -0.70559 0.46 0.87 1.38
H 1.94541 1.43930 0.74306 -1.34 0.45 -1.17
H 1.44279 2.98667 -0.09758 -0.47 -1.75 0.07
H 0.21535 1.60529 -2.03883 1.09 -0.53 1.24
H 0.41283 -0.48852 -0.27242 0.49 0.18 -0.83
H -1.05570 3.34533 3.78309 -0.06 -0.54 -0.85
O -5.60851 2.73355 1.05307 -0.21 0.47 0.27
C -6.14017 3.77796 0.75336 -0.22 -0.40 -0.05
O -6.83300 4.54961 1.62567 0.63 -0.73 -0.16
C -7.42184 5.65264 0.92257 -0.45 0.62 -0.03
C -6.59573 5.80888 -0.33205 0.10 0.45 -0.42
C -6.17444 4.38407 -0.62306 0.16 0.41 -0.07
H -8.46596 5.41026 0.70605 0.09 -0.04 0.06
H -7.38934 6.54615 1.54757 -0.02 -0.27 0.14
H -7.14048 6.28178 -1.15025 0.00 -0.03 0.14
H -5.71080 6.41733 -0.12049 -0.12 -0.02 -0.02
H -6.91552 3.85493 -1.22691 0.13 -0.11 0.02
H -5.19279 4.34298 -1.09491 -0.16 -0.34 -0.04
O 5.16794 2.62803 -8.79475 -0.41 0.44 0.57
C 4.87818 2.69558 -7.62861 0.56 -0.18 -0.86
O 4.31687 3.79115 -7.04629 0.03 -0.17 -0.33
C 4.20573 3.57436 -5.63540 -0.13 0.23 0.39
C 4.22718 2.07370 -5.46088 -0.03 -0.36 0.41
C 5.11725 1.62387 -6.59957 -0.55 -0.10 0.36
H 5.05015 4.06277 -5.13978 -0.03 -0.02 -0.04
H 3.27741 4.01582 -5.26808 0.11 0.14 -0.21
H 4.58104 1.75969 -4.47787 -0.05 0.09 -0.07
H 3.22028 1.66984 -5.60144 0.11 0.08 0.03
H 6.17213 1.62874 -6.31780 -0.06 -0.12 -0.10
H 4.82417 0.64521 -6.97622 0.41 0.11 -0.12
O 6.84648 -2.82230 -7.51308 -0.12 0.83 0.09
C 7.31764 -1.81336 -7.97313 -0.21 -1.00 -0.01
O 6.81829 -0.56836 -7.74112 -0.02 -0.52 0.18
C 7.54648 0.38755 -8.52528 0.16 0.45 -0.29
C 8.86974 -0.27481 -8.83075 0.54 0.24 -0.20
C 8.49296 -1.73837 -8.90946 0.30 0.35 0.22
H 6.97202 0.60645 -9.42938 -0.01 0.03 0.12
H 7.67320 1.30970 -7.95608 -0.22 -0.12 -0.01
H 9.34187 0.10513 -9.73717 -0.09 -0.05 0.09
H 9.56362 -0.11902 -7.99818 -0.06 0.01 -0.07
H 8.16821 -2.02105 -9.91249 0.08 -0.09 0.10
H 9.30532 -2.38116 -8.57205 -0.27 -0.21 -0.20
O -5.14038 0.17484 7.00489 -0.06 0.11 0.58
C -4.77000 -0.43201 7.98239 0.06 0.20 -0.41
O -4.62170 0.12798 9.20848 -0.26 0.18 -0.96
C -4.06475 -0.84193 10.11060 0.23 -0.25 0.73
C -4.39046 -2.18331 9.50112 0.05 -0.60 0.29
C -4.36578 -1.88147 8.01752 -0.24 -0.29 0.39
H -2.98645 -0.67033 10.18489 -0.04 0.03 -0.09
H -4.51020 -0.72367 11.09862 0.00 0.16 -0.21
H -3.69752 -2.97340 9.80093 -0.36 0.38 0.00
H -5.39755 -2.48930 9.79587 0.16 0.10 -0.01
H -3.36113 -1.98171 7.59736 -0.07 0.03 -0.16
H -5.07614 -2.50002 7.46912 0.22 0.18 -0.27
O -1.83577 -2.15667 -6.09938 0.51 0.66 -0.12
C -0.68553 -1.80950 -6.16618 -0.89 -0.63 -0.11
O -0.27357 -0.64880 -6.74619 -0.33 -0.17 0.21
C 1.15816 -0.60105 -6.74942 0.40 0.22 -0.20
C 1.58925 -1.54359 -5.65021 0.59 -0.14 0.34
C 0.50016 -2.59489 -5.67384 0.38 0.20 0.28
H 1.51583 -0.91821 -7.73337 -0.04 0.03 0.05
H 1.49176 0.42194 -6.56561 -0.24 -0.01 -0.14
H 2.59216 -1.94769 -5.79850 -0.06 0.10 -0.04
H 1.57452 -1.02257 -4.68821 0.03 -0.06 -0.12
H 0.71969 -3.39345 -6.38627 -0.13 -0.04 0.09
H 0.31476 -3.00462 -4.68131 -0.18 -0.20 -0.26
O 9.99751 -1.52244 -11.50988 0.25 -0.43 -0.69
C 9.67168 -1.98504 -12.57357 0.25 0.58 0.61
O 10.53988 -2.54736 -13.45500 -0.15 0.18 0.52
C 9.84089 -2.89293 -14.65683 0.08 -0.21 -0.52
C 8.38958 -3.00942 -14.25314 -0.56 -0.26 -0.25
C 8.27779 -1.98789 -13.14129 -0.24 -0.41 -0.18
H 10.00518 -2.10256 -15.39515 0.01 -0.03 0.06
H 10.23201 -3.83184 -15.05185 0.18 0.17 0.15
H 7.69769 -2.83711 -15.07909 0.12 -0.03 0.02
H 8.19481 -4.00955 -13.85349 0.03 0.09 -0.07
H 8.04746 -0.99118 -13.52501 -0.01 0.01 0.16
H 7.54817 -2.28947 -12.38971 0.09 0.34 0.06
O -6.03864 -1.71970 12.52599 -0.50 -0.30 -0.65
C -7.14805 -1.99129 12.14361 0.74 0.50 0.57
O -7.45973 -2.27509 10.84955 0.29 0.05 0.33
C -8.87747 -2.44291 10.72753 -0.46 -0.10 -0.38
C -9.35836 -2.78480 12.11841 -0.52 -0.25 0.27
C -8.38745 -2.02283 12.99599 -0.33 -0.42 0.01
H -9.30842 -1.50836 10.35633 0.06 -0.03 0.02
H -9.09274 -3.23924 10.01314 0.24 0.14 -0.04
H -10.40357 -2.52222 12.28906 0.08 -0.02 -0.10
H -9.24752 -3.85912 12.29559 -0.04 0.10 -0.05
H -8.72048 -0.99838 13.17817 0.13 -0.03 0.09
H -8.20344 -2.54106 13.93665 0.16 0.34 0.01
O -2.43432 -4.49594 9.84884 0.73 0.41 0.23
C -1.39591 -3.91200 9.67326 -0.74 -0.64 -0.17
O -1.09818 -2.70682 10.23017 -0.30 -0.35 -0.01
C 0.16340 -2.24995 9.72845 0.37 0.42 0.04
C 0.87607 -3.49429 9.25201 0.59 -0.17 -0.16
C -0.26951 -4.36837 8.78624 0.52 -0.04 0.16
H -0.02074 -1.53937 8.91672 -0.03 -0.03 0.03
H 0.71269 -1.74310 10.52347 -0.28 0.01 0.01
H 1.61922 -3.29517 8.47821 -0.06 0.06 0.10
H 1.38564 -3.97472 10.09293 -0.03 0.09 -0.09
H -0.53453 -4.17227 7.74449 -0.08 -0.13 0.04
H -0.05554 -5.42613 8.93661 -0.32 0.04 -0.20

***

Record 2
128
Properties=species:S:1:pos:R:3:forces:R:3 method="wB97M-V/def2-TZVPD" total_charge=-2 lumo_energy_ev="3.1 / 3.3" orbital_gap_ev="4.71 / 4.93"
Cs 0.57187 0.40459 1.13792 1.98 -0.54 -2.31
O -3.08591 2.84433 -3.73141 0.08 0.08 0.01
C -3.07062 1.97381 -2.69407 0.09 0.19 0.12
O -2.61546 2.25935 -1.62308 -0.03 -0.09 -0.09
C -3.72322 0.66580 -3.03296 -0.01 -0.16 0.02
C -4.79820 0.61740 -3.91704 0.03 0.04 0.05
C -5.44656 -0.60786 -4.06582 -0.05 0.01 -0.04
C -4.99093 -1.71003 -3.38643 0.03 -0.10 0.06
C -3.84096 -1.57972 -2.56661 0.04 0.19 -0.03
N -3.23884 -0.37574 -2.38271 -0.06 -0.15 -0.01
C -3.26860 -2.69071 -1.91318 0.37 -0.15 0.40
O -3.90416 -3.90029 -1.83176 0.00 0.25 0.00
O -2.11063 -2.52760 -1.27144 -0.41 -0.32 -1.03
H -2.59050 3.62285 -3.42447 -0.09 -0.13 -0.03
H -5.11868 1.50724 -4.43773 -0.01 -0.01 0.00
H -6.30746 -0.69088 -4.71826 0.01 -0.01 0.00
H -5.46694 -2.67496 -3.49710 0.02 0.01 0.02
H -4.53320 -3.87615 -1.09141 0.13 0.02 -0.05
C 5.78325 0.72486 -2.02045 0.05 0.08 0.03
Sb 3.78796 1.10172 -1.20947 -0.08 -0.08 -0.03
C 2.85456 -0.16489 -2.65615 -0.09 -0.11 -0.20
C 3.48816 -1.39774 -2.42158 -0.02 0.09 -0.06
C 3.50918 -2.51632 -3.32855 0.06 -0.06 0.07
C 4.27580 -3.61664 -3.07272 -0.05 0.05 -0.02
C 5.04427 -3.69310 -1.89668 -0.01 0.01 0.09
C 4.96703 -2.60375 -1.04756 -0.02 -0.06 -0.01
N 4.23359 -1.51980 -1.26402 -0.07 -0.21 -0.02
Si 1.52243 -0.04850 -3.90567 0.01 -0.05 0.03
C 0.43515 -1.60971 -3.98306 -0.02 0.14 0.08
C 0.20016 1.25640 -3.57165 0.08 0.00 0.05
C 2.12141 0.18428 -5.70530 0.02 -0.03 0.09
C 3.65561 3.34905 -1.84867 0.17 0.09 -0.12
C 2.26750 3.76824 -1.45677 -0.02 -0.09 -0.11
C 1.79572 5.08194 -1.61051 -0.05 -0.02 0.05
C 0.52225 5.41737 -1.19422 0.02 0.01 0.01
C -0.28379 4.44122 -0.62564 0.00 -0.02 -0.02
C 0.24287 3.16713 -0.53260 0.01 0.03 -0.14
N 1.46308 2.83119 -0.94026 -0.07 0.17 0.12
Si 3.99450 3.85477 -3.63349 0.05 0.00 0.18
C 2.41007 3.96793 -4.64580 0.06 0.09 -0.08
C 5.16141 2.75706 -4.61507 -0.06 -0.01 0.03
C 4.74857 5.58675 -3.84725 -0.07 -0.05 -0.10
Si 4.76737 4.10503 -0.48913 -0.11 0.00 -0.09
C 4.84183 6.00332 -0.44481 0.00 -0.04 0.07
C 6.58177 3.61921 -0.62632 -0.01 0.06 0.03
C 4.14605 3.61822 1.21073 0.06 0.01 0.04
H 6.39017 0.28973 -1.22471 -0.02 -0.01 -0.01
H 6.26869 1.62278 -2.37706 0.09 0.17 -0.09
H 5.69250 0.00709 -2.83468 -0.02 0.03 0.01
H 2.97496 -2.45265 -4.26274 -0.09 0.04 -0.08
H 4.29972 -4.42369 -3.79941 0.02 -0.02 0.01
H 5.67577 -4.53989 -1.66397 -0.01 0.00 -0.01
H 5.53976 -2.60026 -0.12182 0.03 0.00 0.03
H 0.24661 -1.96760 -2.96778 0.00 0.00 -0.04
H 0.83506 -2.43526 -4.57003 0.04 -0.05 -0.02
H -0.53054 -1.32599 -4.41665 -0.01 -0.03 -0.01
H -0.43306 0.88074 -2.76278 -0.02 0.02 0.03
H -0.41781 1.35773 -4.47075 -0.03 0.00 0.02
H 0.55474 2.24133 -3.27878 0.06 0.04 -0.01
H 2.51692 -0.76572 -6.07837 0.00 0.00 0.00
H 2.92519 0.91610 -5.79374 0.00 0.09 0.02
H 1.30373 0.48859 -6.36708 -0.01 -0.02 0.01
H 2.43221 5.82657 -2.06654 0.04 0.02 0.01
H 0.16540 6.43445 -1.31162 -0.02 0.00 0.01
H -1.28868 4.64328 -0.28230 0.00 -0.01 0.00
H -0.33871 2.34858 -0.12859 -0.34 0.45 -0.23
H 1.93296 3.00753 -4.82259 -0.01 -0.12 0.01
H 2.68474 4.38843 -5.61914 -0.03 -0.02 -0.02
H 1.67470 4.63431 -4.19029 0.01 -0.04 -0.03
H 4.82234 1.72104 -4.64302 0.01 -0.05 0.04
H 6.18437 2.76761 -4.24049 0.04 0.01 0.05
H 5.17976 3.14746 -5.63808 -0.01 -0.04 -0.01
H 4.06710 6.39170 -3.56215 0.01 0.00 0.05
H 4.96796 5.70504 -4.91386 -0.01 0.04 0.00
H 5.68166 5.72684 -3.30651 0.11 -0.02 0.09
H 5.52484 6.41940 -1.18330 0.02 0.02 -0.11
H 5.23778 6.26028 0.54339 0.01 0.01 -0.01
H 3.88148 6.50793 -0.53995 -0.05 -0.03 0.00
H 6.99975 3.83577 -1.61289 -0.01 -0.01 -0.02
H 6.76622 2.57060 -0.39999 -0.03 -0.01 0.01
H 7.12633 4.22537 0.10485 0.03 -0.01 -0.01
H 3.09514 3.87062 1.37299 -0.01 0.00 -0.03
H 4.73464 4.16576 1.95451 -0.01 0.00 0.02
H 4.25166 2.55147 1.41512 0.00 0.02 0.00
O 4.28089 -0.30450 2.05522 -0.02 -0.16 0.31
H 3.60149 -0.60110 2.68468 0.04 -0.01 -0.04
H 4.15344 -0.86408 1.28187 -0.03 0.10 -0.26
O 1.82636 -0.74140 3.51253 0.21 0.08 0.38
H 1.71609 0.21817 3.52750 0.11 -0.03 0.40
H 1.15679 -1.00219 4.17598 -0.11 -0.20 -0.15
O 0.86964 2.61086 2.61314 -0.04 1.00 0.68
H 0.00874 2.94994 2.33834 -0.03 0.16 0.09
H 0.65246 2.28219 3.50828 0.08 -0.01 0.13
F -0.02556 -1.70263 -0.43972 -0.09 -0.44 -0.28
F -0.60903 -1.31448 5.11043 -0.16 0.17 0.07
Te -1.60849 0.50525 4.51106 0.66 -0.45 -1.07
F -3.59165 0.50119 4.16570 0.12 -0.16 0.10
F 0.26081 1.16482 4.86796 -0.07 0.09 -0.04
F -1.95388 1.19857 6.39522 0.04 -0.16 -0.26
F -1.77627 2.36598 4.01393 -0.03 0.02 -0.02
O -1.09344 0.03992 2.75107 -2.16 0.33 2.77
C -0.40020 -4.86267 2.09418 -0.04 0.01 0.06
P -0.41805 -3.02964 1.84514 0.01 0.09 0.07
C -2.20677 -2.70962 2.01372 -0.19 0.00 -0.08
C -2.91630 -3.28626 3.06584 -0.08 0.00 -0.06
C -4.25798 -2.98164 3.26646 0.05 -0.09 -0.01
C -4.90979 -2.10266 2.41840 -0.04 0.01 0.00
C -4.20482 -1.49836 1.38614 0.00 0.01 0.02
C -2.86379 -1.78433 1.19582 0.09 0.14 0.33
C -0.17334 -3.04395 -0.03152 -0.02 -0.37 -0.16
C 1.16763 -3.66635 -0.28037 -0.06 -0.01 -0.03
C 1.39130 -4.54846 -1.24730 0.09 0.04 -0.01
C 0.33924 -4.94246 -2.18154 -0.05 -0.02 -0.01
C -0.90386 -4.49080 -2.05709 0.04 0.07 -0.01
C -1.32442 -3.66287 -0.87968 -0.04 0.21 0.27
H 0.56024 -5.25582 1.76604 0.05 -0.01 0.00
H -1.20475 -5.39213 1.57914 -0.01 0.01 -0.04
H -0.49054 -5.05774 3.16333 0.00 0.02 -0.02
H -2.41778 -3.94456 3.76806 -0.01 0.01 -0.05
H -4.78437 -3.42080 4.10463 -0.01 0.01 0.02
H -5.94741 -1.84459 2.59318 0.01 0.00 0.01
H -4.67870 -0.74879 0.76460 -0.01 0.01 -0.02
H -2.32076 -1.24953 0.43137 -0.05 0.05 0.16
H 1.98202 -3.28019 0.32275 0.00 -0.02 0.03
H 2.39885 -4.90550 -1.41051 0.03 -0.03 -0.02
H 0.60713 -5.56412 -3.02695 0.00 -0.01 0.00
H -1.66776 -4.72672 -2.78656 -0.03 0.00 0.00
H -1.94068 -4.27314 -0.21294 0.02 -0.11 0.02